(1)
The following is a quantum chemistry calculation of 7 unconnected molecules or ions with the total composition C9H26N6O15S, from OMol25.

Output
SMILES = CCOS(C)(=O)=O.C[N+](=O)[O-].C[N+](=O)[O-].C[N+](=O)[O-].C[N+](=O)[O-].C[N+](=O)[O-].C[N+](=O)[O-]
ΔE to the lowest compared entry with this formula, charge and spin = 0.0 kJ/mol

Element x y z (Å)
O (1.0546, 3.3374, 0.0531)
H (-2.4185, -0.1751, -3.1187)
H (3.4745, 1.0928, 5.4263)
O (-3.3551, -0.5266, -0.5703)
N (3.0169, -3.0419, 1.0468)
H (-3.2981, -3.3711, 0.9036)
H (-4.3481, -2.0144, 1.2954)
H (2.1897, -1.4930, -5.4982)
O (-3.8608, 4.1716, 2.4910)
O (0.1567, 0.4969, 1.8464)
O (1.7691, -0.9122, 6.3067)
C (-2.0739, -0.1885, -4.1547)
H (-2.5546, -1.0255, -4.6459)
C (-0.5633, -0.2265, -4.3034)
H (0.4426, -0.5813, -1.1363)
H (-0.0671, 1.1062, -0.7243)
S (-0.0186, -1.8323, -6.2791)
H (-2.3138, 1.6900, 2.7595)
H (1.3049, -3.2244, 2.2397)
C (1.5606, -2.3687, -5.6338)
H (-0.1007, -0.9739, -3.6505)
C (0.5030, 0.2331, -0.4284)
N (1.9220, -0.2755, 5.2932)
O (0.1449, -1.7124, -7.6899)
H (1.5534, 4.8819, 2.5107)
H (2.5968, -4.3638, 2.6814)
O (-0.1597, -0.3710, -5.6809)
H (1.9347, -3.0572, -6.3828)
N (-3.1839, -1.7249, -0.4553)
N (0.0457, -0.2501, 0.9033)
H (-2.5967, -1.8639, 1.5206)
O (2.5197, -2.1237, 0.4161)
H (2.6979, 3.7034, 1.8830)
O (-4.7210, 2.2417, 2.0788)
H (-1.6683, 3.1878, 2.0201)
H (-2.3987, 0.7720, -4.5659)
C (2.1585, 4.6176, 1.6486)
H (2.7856, -2.6420, 3.0460)
C (2.3757, -3.3598, 2.3370)
O (3.9732, -3.6899, 0.6882)
O (-1.0780, -2.6424, -5.7595)
O (-0.3777, -1.3833, 0.9691)
H (1.5368, 0.5073, -0.2272)
O (-2.9074, -2.4792, -1.3554)
N (-3.7881, 3.0021, 2.1889)
O (1.7582, -0.6917, 4.1690)
C (-2.4402, 2.4307, 1.9734)
H (1.4510, -2.8567, -4.6677)
N (1.2373, 4.4505, 0.4989)
H (-0.1283, 0.7321, -4.0231)
C (-3.3771, -2.2900, 0.8943)
H (2.8839, 5.3780, 1.3772)
C (2.3888, 1.1389, 5.4385)
O (0.7059, 5.4571, 0.1003)
H (2.0021, 1.5154, 6.3752)
H (-2.3924, 1.9216, 1.0148)
H (2.0455, 1.6669, 4.5559)


(2)
The following is a quantum chemistry calculation of 7 unconnected molecules or ions with the total composition C9H27F12N3O5P in a non-equilibrium geometry, from OMol25.

Output
Calculated total energy = -66382.7650 eV
Net charge = -1

Element x y z (Å)
F (-1.2609, -3.5464, -2.9044)
F (-3.7104, 3.2294, -1.9436)
H (-0.7831, -1.0155, 3.5496)
C (0.1264, -3.3312, -3.0620)
O (0.2316, -0.8667, -2.4193)
H (-1.6712, -0.8280, 0.7363)
H (5.1764, 1.5013, -1.4629)
F (-3.9261, 0.8308, 0.3212)
H (0.2266, -3.5836, 2.2041)
H (-1.6713, 0.5303, -0.2380)
O (-2.0241, -1.7035, 2.5044)
H (-0.4851, 0.3271, 0.7918)
C (1.5105, 2.1192, 1.0491)
H (3.7208, 2.8798, -0.1935)
H (4.9938, 0.7287, 0.1420)
H (-3.8237, -0.7948, 3.2206)
H (-0.5704, -0.7377, -0.4669)
C (0.8604, -2.1566, -2.1408)
F (-5.4689, 2.3272, -0.7533)
F (1.2181, 3.7144, 2.9884)
C (-3.3415, -1.7468, 2.9987)
F (3.1861, 3.0927, 2.3752)
N (-1.1089, -0.1913, 0.1900)
F (-3.5622, 3.2024, 0.2967)
P (-3.8548, 2.0113, -0.8299)
F (-2.2417, 1.8762, -1.0893)
O (0.6925, 1.1645, 1.7374)
H (-0.6147, -4.7187, 1.5185)
F (-4.2023, 0.9565, -2.0371)
H (0.5928, -1.2799, 3.9361)
C (3.3800, 1.9167, -0.5736)
H (-0.2559, -3.1893, 0.7298)
N (-0.0660, -0.5252, 4.0648)
H (1.9411, -2.1522, -2.2829)
H (2.0280, 0.3483, -2.6601)
O (0.6983, -2.3076, -0.7286)
H (2.9611, 2.1381, -1.5552)
C (1.9832, 3.3609, 1.8831)
H (1.3052, -0.2121, -4.1279)
H (-0.1189, -0.3134, 5.0509)
H (-3.5109, -2.3118, 3.9154)
F (0.7411, -4.5204, -2.8105)
H (-0.7189, 1.1129, -3.6884)
N (-0.5309, -3.7126, 1.5487)
F (2.1451, 4.4848, 1.1168)
H (0.8023, 2.1157, -3.8384)
C (4.5110, 0.9319, -0.8139)
H (0.2166, 0.2003, 3.4214)
C (0.2614, 1.3537, -3.2772)
H (-3.9766, -2.1497, 2.2098)
H (-1.2664, -3.1267, 1.9173)
C (1.0704, 0.0747, -3.1029)
F (0.3543, -3.1624, -4.3719)
H (1.0313, 2.5225, 0.1571)
H (4.1102, 0.0751, -1.3555)
H (0.1045, 1.7532, -2.2753)
O (2.5850, 1.3036, 0.4286)


(3)
The following is a quantum chemistry calculation of a molecular structure, C9H27FNa2O12P3 in a non-equilibrium geometry, from OMol25.

Output
ΔE to the lowest compared entry with this formula, charge and spin = 1385.2 kJ/mol
Net charge = +1

Element x y z (Å)
H (-1.7040, -1.5515, -0.7160)
C (4.0956, -1.1945, -1.8107)
O (1.2075, 4.2299, -0.4902)
O (1.6361, -2.9771, -0.7363)
H (0.2024, -0.9452, 1.0434)
O (0.6892, 2.1430, 0.7739)
H (3.2362, 0.2187, -0.7707)
H (-1.5976, -1.5260, -2.4178)
H (3.8842, 1.1936, -2.1479)
C (-3.4865, -0.2863, 0.4382)
H (-0.1684, -0.2219, 4.2622)
H (-1.0475, 2.8902, 1.5090)
O (2.6650, 2.1935, -0.8994)
H (4.8383, -1.5553, -2.5223)
C (-0.1900, -0.5841, 3.2344)
Na (-0.6002, 1.0636, -2.4403)
C (-1.8747, -3.5223, 0.2781)
C (1.1918, -0.5041, 1.1642)
P (1.0980, 2.6236, -0.7355)
H (4.2525, -0.1377, -1.5950)
Na (-2.9172, 1.7659, -1.4466)
H (1.6163, -1.0600, 2.0002)
H (-0.2945, 5.0969, 0.5542)
H (-1.1106, 1.7212, 0.1503)
H (-0.8024, -2.7428, -1.3321)
H (4.1717, -1.7616, -0.8829)
C (-0.9894, -1.6869, -1.5278)
H (-0.8742, 4.7536, -1.0672)
O (-1.6048, -0.5458, 2.8212)
H (0.2204, 6.0668, -0.7061)
H (-2.3393, -3.2927, -0.6809)
H (-0.7216, 1.1111, 1.7727)
O (-1.3989, -2.3995, 0.9337)
O (1.9777, -0.7163, 0.0178)
C (-0.6378, 1.9659, 1.1015)
O (-3.6967, -1.1920, 1.4500)
H (0.1148, -1.6305, 3.2197)
C (3.0171, 0.9747, -1.5247)
O (-2.7125, -2.7581, 3.1959)
H (0.3441, 0.0715, 2.5466)
O (0.3214, 2.1749, -1.9930)
P (-2.3741, -1.7939, 2.1789)
O (2.7703, -1.1916, -2.3131)
H (-4.4137, 0.0631, -0.0160)
H (-1.0753, -4.2530, 0.1550)
H (-2.9438, 0.5427, 0.8924)
H (-3.0030, -0.7912, -0.3980)
H (2.3083, 0.4495, -2.1648)
C (0.0109, 5.0193, -0.4893)
F (-1.6773, 0.5514, -1.0894)
H (1.2034, 0.5535, 1.4278)
P (1.5771, -1.5828, -1.2520)
O (0.1796, -0.9325, -1.8378)
H (-2.5734, -4.1007, 0.8826)


(4)
The following is a quantum chemistry calculation of a molecular structure, C9H27N9O18 in a non-equilibrium geometry, from OMol25.

Output
ΔE to the lowest compared entry with this formula, charge and spin = 1603.0 kJ/mol

Element x y z (Å)
H (-1.4181, -1.9340, 1.5137)
O (-4.4220, -2.5003, 0.4567)
O (1.2549, -4.0536, -3.0593)
O (2.8858, 2.8837, -0.1604)
H (1.0024, 0.0197, -2.5806)
H (-3.0530, -0.2668, -2.7927)
O (0.2355, 1.2557, 1.6830)
O (-1.6561, -0.9404, 3.5848)
C (3.1500, 0.6154, -0.6583)
N (-1.6064, 2.6744, 1.8338)
H (-2.3235, -0.1869, -1.1460)
O (1.0442, -0.4608, -5.1922)
H (-1.0815, 1.9139, 4.5953)
H (-2.1242, 0.7776, 5.2623)
N (-2.0091, -1.9041, -1.9979)
O (-3.2787, -0.6921, 0.2536)
H (2.2128, 0.1013, -0.4451)
H (1.4218, 3.2710, 3.5380)
N (1.9106, -3.0332, -3.2678)
H (-1.8748, -3.3923, 0.4921)
H (0.6517, -0.4790, 1.7494)
O (1.4963, 2.8498, 0.7910)
C (-2.1799, -0.4954, -2.1815)
N (2.7408, 2.0070, -1.0136)
H (2.9001, 2.4520, 2.9735)
H (3.8402, 0.5699, 0.1841)
O (-0.9326, 2.7294, 2.8669)
H (-2.4101, 0.8347, 2.3658)
N (-3.3233, -1.8950, 0.5453)
H (-1.2675, -0.2492, -2.7246)
O (-1.0213, -2.3087, -1.3926)
H (-0.2150, 0.6827, 5.6085)
H (3.6698, 0.1541, -1.4980)
C (-2.2037, -2.6100, 1.1761)
H (-1.4562, 0.9359, 0.7755)
H (-3.1293, 1.5411, 0.8983)
H (1.2640, -1.2314, -4.0349)
N (-0.8621, -0.0004, 3.8003)
C (1.2757, -1.7194, -3.0603)
O (-0.3636, 1.2375, -4.6795)
H (1.5564, 1.5706, 3.7358)
H (-2.5938, -3.0155, 2.1097)
O (0.7403, -0.8771, -1.3977)
H (2.3051, 1.0131, -3.3286)
C (1.8154, 2.3785, 3.0515)
C (-1.0784, 0.8930, 4.9773)
O (-0.9290, -0.5294, -0.0591)
H (1.9887, -1.1943, -2.4246)
N (0.2412, -0.8179, -0.2402)
O (3.0438, -3.0215, -3.7719)
H (1.1666, -2.0768, 1.1608)
O (0.1215, 0.1791, 3.0841)
C (-2.1995, 1.3735, 1.4419)
H (2.1218, -0.6067, 0.6981)
N (1.1395, 2.1380, 1.7647)
C (1.1371, -1.0116, 0.9316)
O (2.5116, 2.1972, -2.1932)
C (1.2299, 0.8829, -3.2061)
O (-1.7740, 3.6129, 1.0493)
H (0.7139, 1.7823, -2.8702)
O (-2.9032, -2.6169, -2.3982)
H (0.2613, -1.9129, -2.7116)
N (0.6389, 0.5056, -4.4661)


(5)
The following is a quantum chemistry calculation of a molecular structure, C9H28CdNO6 in a non-equilibrium geometry, from OMol25.

Output
Calculated total energy = -28108.5291 eV
2S+1 = 2
⟨S²⟩ = 0.7565
Net charge = +2

Element x y z (Å)
C (3.2136, -12.6788, -11.4767)
H (7.2724, -17.7269, -13.1184)
H (0.6149, -17.7497, -11.3368)
C (0.9894, -16.0787, -8.9550)
H (0.5900, -12.0269, -11.2565)
H (0.8972, -13.2962, -12.4680)
H (3.1223, -15.4106, -13.4281)
H (2.4534, -11.6810, -9.3851)
O (6.8474, -15.9289, -10.5168)
C (1.5192, -17.2030, -11.0694)
H (-1.3692, -13.5683, -11.1643)
H (1.4881, -15.2886, -8.3935)
H (6.4917, -16.9152, -14.1301)
C (2.2153, -12.7349, -9.2408)
O (4.6378, -17.9776, -11.3698)
O (6.4757, -17.2058, -13.2182)
H (7.7257, -15.6367, -10.7606)
H (-0.4981, -13.7437, -9.6622)
C (1.2632, -15.8119, -10.3925)
H (-0.0002, -15.3447, -12.1759)
H (-0.0711, -16.1541, -8.7149)
H (-0.9878, -15.7521, -10.8180)
H (4.9049, -18.7599, -11.8525)
H (2.1573, -17.7820, -10.4019)
N (2.4286, -14.9074, -10.5916)
H (2.9939, -11.6113, -11.4969)
H (6.8387, -15.8908, -9.5604)
H (1.9886, -17.0602, -12.0428)
O (3.8030, -15.4116, -10.1380)
H (3.3168, -12.9524, -12.5267)
H (6.3774, -14.1967, -13.2753)
O (3.7907, -16.0619, -13.2153)
C (2.1624, -13.4293, -10.6681)
Cd (5.2087, -15.9986, -11.7816)
O (5.8080, -14.2345, -12.5067)
H (3.6119, -16.7917, -13.8083)
C (0.7771, -13.0905, -11.4043)
H (1.4758, -17.0110, -8.6681)
C (-0.0676, -15.2367, -11.0933)
H (4.0127, -18.2984, -10.7198)
H (1.4195, -12.7614, -8.4965)
H (3.1306, -13.0674, -8.7512)
H (4.2059, -12.7486, -11.0312)
C (-0.3922, -13.8086, -10.7450)
H (5.9397, -13.3935, -12.0690)


(6)
The following is a quantum chemistry calculation of a molecular structure, C9H28FFeO5S4, from OMol25.

Output
2S+1 = 5
⟨S²⟩ = 6.0065
ΔE to the lowest compared entry with this formula, charge and spin = 21.8 kJ/mol
Net charge = +1

Element x y z (Å)
C (30.6370, -4.9412, -36.8776)
S (26.3428, -10.6420, -34.4126)
H (24.6498, -10.6765, -36.0385)
H (25.6583, -6.6909, -37.1302)
H (29.8943, -9.5400, -33.6207)
S (25.2093, -8.6537, -38.4247)
H (24.3992, -7.7642, -36.4430)
H (31.6581, -11.2782, -34.4102)
C (30.8283, -8.9210, -40.7699)
C (29.5566, -6.7828, -39.7276)
H (29.3148, -6.1638, -36.0519)
H (29.5730, -8.0018, -34.5372)
H (30.3369, -6.1066, -40.0789)
C (25.8910, -7.6840, -39.7644)
H (31.3676, -9.8510, -40.6052)
O (30.1916, -10.2045, -36.3261)
H (31.0373, -8.1600, -33.5478)
H (31.4902, -5.6162, -37.0352)
H (23.9563, -6.7599, -37.8186)
C (25.3124, -11.4382, -35.6347)
O (29.1828, -9.2053, -38.7943)
H (26.1895, -12.7452, -33.1846)
C (24.7818, -7.2960, -37.3500)
Fe (28.3241, -9.4621, -36.9438)
H (29.9319, -9.1031, -41.3620)
S (31.1821, -9.3003, -35.6057)
H (24.6733, -12.1728, -35.1452)
H (27.4148, -12.7031, -34.4743)
H (32.8164, -9.9442, -34.0248)
C (30.3207, -8.7019, -34.1666)
H (27.7692, -11.8902, -32.9766)
H (25.1472, -6.9758, -40.1203)
C (32.2555, -10.4606, -34.8045)
H (29.0353, -6.3716, -38.8670)
C (26.9571, -12.1377, -33.6555)
F (28.4398, -7.6050, -36.3843)
H (32.9889, -10.8008, -35.5330)
H (30.0950, -4.8141, -37.8214)
H (26.1763, -8.3869, -40.5448)
O (29.7940, -5.3504, -35.8363)
H (28.8968, -6.9892, -40.5707)
H (25.9550, -11.8803, -36.3911)
O (26.3956, -9.3055, -37.7725)
H (26.7879, -7.2231, -39.3568)
O (27.5542, -10.1217, -35.1328)
H (31.4795, -8.2020, -41.2634)
S (30.3185, -8.3036, -39.1825)
H (31.0535, -3.9750, -36.5930)


Going through the records in order, we get molar mass values of 490.40, 516.28, 485.20, 549.36, 358.74, 419.43 g/mol.